[1]
Formula: C4H9N3
Source: the Open Molecules 2025 dataset
Level of theory: the ωB97M-V functional and the def2-TZVPD basis

The geometry in XYZ format:
```
16
C4H9N3 the ωB97M-V functional and the def2-TZVPD basis
C 0.719 -2.305 1.295
C -0.677 2.896 0.533
C -0.554 2.074 -0.572
C -0.198 0.163 -2.244
N 0.253 -1.330 0.826
N 1.150 -3.438 1.638
N -0.341 1.191 -1.299
H -1.821 3.190 0.449
H 0.024 3.837 0.538
H -0.483 2.295 1.509
H -1.159 -0.389 -2.453
H 0.135 0.634 -3.079
H 0.287 -0.530 -1.702
H 0.517 -4.188 2.212
H 2.044 -3.690 1.409
H 0.105 -0.411 0.939
```

Summary:
Lowest unoccupied orbital energy (eV): -7.95
Energy above the lowest of the compared OMol25 structures with the same formula, charge and spin (kJ/mol): 193.2
Orbital gap (eV): 12.17
Charge: +2

=====

[2]
Formula: C4H9N3O
Source: the Open Molecules 2025 dataset
Level of theory: the ωB97M-V functional and the def2-TZVPD basis

The geometry in XYZ format:
```
17
C4H9N3O the ωB97M-V functional and the def2-TZVPD basis
H -4.003 0.597 0.369
N -3.205 -0.049 0.216
N -2.165 0.577 -0.027
C -0.846 -0.506 -0.042
N -1.178 -1.806 0.123
C 0.124 0.308 -0.346
C 0.450 1.734 -0.217
O 1.300 -0.763 -0.540
C 2.477 -0.544 0.188
H -2.186 -1.909 0.259
H -0.792 -2.438 -0.563
H 1.032 2.066 -1.078
H 1.045 1.924 0.678
H -0.485 2.288 -0.151
H 3.182 -1.340 -0.066
H 2.307 -0.556 1.273
H 2.941 0.416 -0.077
```

Summary:
Lowest unoccupied orbital energy (eV): 0.90
Energy above the lowest of the compared OMol25 structures with the same formula, charge and spin (kJ/mol): 442.1
Orbital gap (eV): 9.19
Charge: 0
SMILES string: [H]/N=N/C(N)=C(\C)OC

=====

Number 1: HOMO level -20.12 eV. Number 2: HOMO level -8.29 eV.